Density functional theory data (ωB97M-V with the def2-TZVPD basis set) for a molecular structure, C37H31KNO2PSi.

Last column: Löwdin charge in e.
CARTESIAN COORDINATES (ANGSTROEM)
K (-0.8068, -1.3470, 0.9281)  0.802
O (-0.5242, -2.0626, -2.4243)  -0.037
N (-0.1396, -2.8096, -1.3273)  -0.056
C (1.0761, -3.1683, -1.3709)  -0.144
C (1.6316, -3.9242, -0.2301)  -0.232
C (0.8989, -4.9762, 0.3215)  -0.033
C (1.3829, -5.6809, 1.4095)  -0.075
C (2.6091, -5.3411, 1.9552)  -0.074
C (3.3421, -4.2927, 1.4215)  -0.079
C (2.8647, -3.5696, 0.3297)  -0.311
P (3.7268, -2.1138, -0.4093)  1.116
C (2.6987, -0.7638, 0.3014)  -0.388
C (2.1462, 0.1494, -0.5871)  -0.084
C (1.3361, 1.1858, -0.1331)  -0.051
C (1.0808, 1.3145, 1.2247)  -0.085
C (1.6170, 0.3925, 2.1253)  -0.110
C (2.4032, -0.6538, 1.6655)  -0.123
C (5.2810, -2.0500, 0.5457)  -0.397
C (5.6496, -1.0180, 1.4025)  -0.085
C (6.8950, -1.0319, 2.0209)  -0.080
C (7.7797, -2.0725, 1.7946)  -0.087
C (7.4269, -3.0999, 0.9275)  -0.083
C (6.1943, -3.0797, 0.2985)  -0.127
H (-1.3417, -1.6289, -2.1245)  0.080
H (1.7122, -2.8677, -2.2023)  0.122
H (-0.0480, -5.2431, -0.1303)  0.116
H (0.8081, -6.5005, 1.8201)  0.107
H (2.9987, -5.8901, 2.8030)  0.107
H (4.2921, -4.0264, 1.8664)  0.100
H (2.3476, 0.0523, -1.6479)  0.108
H (0.9109, 1.8920, -0.8322)  0.078
H (0.4553, 2.1278, 1.5727)  0.110
H (1.4175, 0.4918, 3.1862)  0.111
H (2.8027, -1.3843, 2.3600)  0.114
H (4.9750, -0.1930, 1.5847)  0.096
H (7.1717, -0.2212, 2.6827)  0.104
H (8.7456, -2.0793, 2.2826)  0.103
H (8.1180, -3.9098, 0.7328)  0.104
H (5.9330, -3.8728, -0.3938)  0.107
O (-2.5331, -0.2177, -0.1995)  -0.532
Si (-3.0700, 1.2450, -0.4884)  0.384
C (-3.4919, 2.1922, 1.0955)  -0.223
C (-2.7346, 1.9774, 2.2487)  -0.108
C (-2.9543, 2.7041, 3.4105)  -0.096
C (-3.9511, 3.6706, 3.4429)  -0.100
C (-4.7220, 3.8955, 2.3110)  -0.089
C (-4.4910, 3.1632, 1.1526)  -0.085
C (-1.7556, 2.3166, -1.3614)  -0.224
C (-1.2476, 3.5016, -0.8233)  -0.102
C (-0.2402, 4.2159, -1.4637)  -0.100
C (0.2846, 3.7572, -2.6642)  -0.106
C (-0.2105, 2.5837, -3.2229)  -0.097
C (-1.2169, 1.8814, -2.5753)  -0.102
C (-4.5631, 1.2928, -1.6408)  -0.227
C (-5.4181, 0.1858, -1.6711)  -0.092
C (-6.5331, 0.1606, -2.4958)  -0.097
C (-6.8162, 1.2469, -3.3130)  -0.103
C (-5.9798, 2.3530, -3.3024)  -0.096
C (-4.8637, 2.3706, -2.4741)  -0.103
H (-1.9568, 1.2199, 2.2350)  0.075
H (-2.3523, 2.5179, 4.2925)  0.096
H (-4.1276, 4.2427, 4.3450)  0.097
H (-5.5066, 4.6421, 2.3327)  0.099
H (-5.1066, 3.3482, 0.2786)  0.098
H (-1.6473, 3.8773, 0.1132)  0.098
H (0.1366, 5.1322, -1.0244)  0.100
H (1.0702, 4.3097, -3.1643)  0.098
H (0.1851, 2.2207, -4.1639)  0.101
H (-1.5957, 0.9681, -3.0247)  0.104
H (-5.1903, -0.6686, -1.0432)  0.096
H (-7.1813, -0.7076, -2.5053)  0.097
H (-7.6835, 1.2289, -3.9615)  0.096
H (-6.1928, 3.2001, -3.9431)  0.097
H (-4.2120, 3.2382, -2.4823)  0.101

Summary:
- DFT total energy: -77950.6496 eV
- Total charge: 0
- Energy relative to the best compared isomer or geometry (same formula, charge and spin): 8.7 kcal per mole
- Frontier orbital gap: 0.30587 Ha
- E_HOMO: -8.5 eV
- Multiplicity: 1